# C40H90F6N8O12S6

8 unconnected molecules or ions with the total composition C40H90F6N8O12S6 (wB97M-V/def2-TZVPD, the Open Molecules 2025 dataset).

For the total energy, the calculation gives -160723.204 eV. The relative energy (zero: lowest compared OMol25 entry of this formula, charge and spin) comes out at 0.00 kJ/mol. The multiplicity is 1. The molar mass comes out at 1181.59 u. The value obtained for the HOMO energy is -0.4058 Eh. Its charge is +2. Its HOMO-LUMO gap is 5.9 eV.

Structure (XYZ):
```
162
Properties=species:S:1:pos:R:3:lowdin_charge:R:1
C 3.26234 -4.25164 0.77876 -0.0861
C 2.58439 -4.05270 -0.57814 -0.1984
C 1.08323 -4.43934 -0.52946 -0.0971
N 0.35281 -4.67871 -1.91052 -0.2271
C 0.29234 -3.39104 -2.73073 0.0454
C -1.02692 -5.30239 -1.74772 -0.0760
C -1.22908 -6.13093 -3.07614 -0.1151
C 0.19152 -6.63290 -3.45181 -0.1247
C 1.17307 -5.75072 -2.67402 -0.0864
H 2.83498 -3.54933 1.49447 0.0540
H 4.33702 -4.07838 0.83468 0.0786
H 3.23749 -5.27423 1.15531 0.0813
H 3.03626 -4.58088 -1.41775 0.1047
H 2.61857 -2.98257 -0.78249 0.0934
H 0.45754 -3.76422 0.05434 0.1014
H 0.88251 -5.38589 -0.02760 0.1202
H 1.27701 -3.04937 -3.04978 0.1007
H -0.14473 -2.72051 -1.99084 0.0905
H -0.39104 -3.64805 -3.54008 0.0860
H -1.80774 -4.57638 -1.52115 0.1180
H -0.98892 -5.97403 -0.89008 0.1248
H -1.58007 -5.37623 -3.77994 0.0826
H -2.04365 -6.85225 -3.14155 0.1287
H 0.21809 -6.54667 -4.53807 0.1205
H 0.24056 -7.69659 -3.21889 0.1174
H 1.85083 -5.21195 -3.33619 0.1263
H 1.74618 -6.33994 -1.95816 0.1291
C -0.55844 3.74071 4.82362 -0.0484
C -0.27683 2.18317 5.03281 -0.2053
C 1.15512 1.89271 5.52967 -0.0992
N 1.48417 0.38538 5.70322 -0.2201
C 1.54914 -0.32701 4.31218 0.0447
C 0.48378 -0.37414 6.63409 -0.0801
C 1.27671 -1.57695 7.12998 -0.1501
C 2.67998 -1.03626 7.34595 -0.1249
C 2.83123 0.23787 6.40714 -0.0593
H 0.04550 4.17764 4.02835 0.0574
H -0.45670 4.32801 5.73622 0.0798
H -1.58611 3.87675 4.48675 0.0811
H -0.42621 1.74245 4.04714 0.0685
H -1.05624 1.81355 5.69914 0.1041
H 1.17199 2.38231 6.50338 0.1374
H 1.89809 2.27366 4.82898 0.1256
H 1.76232 -1.39589 4.29982 0.1070
H 2.27369 0.24942 3.73698 0.0896
H 0.56189 -0.15525 3.88331 0.0571
H -0.39581 -0.65965 6.05711 0.1071
H 0.21798 0.30725 7.44227 0.1435
H 1.19225 -2.32721 6.34381 0.0976
H 0.78627 -1.94382 8.03163 0.1335
H 3.47981 -1.76702 7.22616 0.1175
H 2.89636 -0.88520 8.40352 0.1201
H 3.61566 0.01434 5.68408 0.1295
H 2.96873 1.09158 7.07075 0.1316
C -2.58266 3.68931 -6.72571 -0.0748
C -1.31994 3.21422 -6.04159 -0.2375
C -1.19936 1.73993 -5.56320 -0.0881
N 0.23700 1.34036 -5.11204 -0.1998
C 0.65371 2.21869 -3.90821 0.0508
C 1.18887 1.40410 -6.30715 -0.0946
C 2.33522 0.41007 -5.97057 -0.1379
C 1.70204 -0.66785 -5.03574 -0.1542
C 0.25037 -0.23384 -4.80522 -0.0614
H -2.66846 3.29283 -7.73741 0.0776
H -2.52012 4.76997 -6.85364 0.0861
H -3.44465 3.47899 -6.09258 0.0744
H -1.19762 3.92305 -5.22263 0.0940
H -0.44584 3.53266 -6.60961 0.0980
H -1.38786 1.06320 -6.39663 0.1185
H -1.86296 1.48786 -4.73604 0.1136
H 1.55193 1.72743 -3.53410 0.0866
H -0.05722 2.15925 -3.08411 0.0920
H 0.79336 3.25469 -4.21691 0.1051
H 1.62797 2.38960 -6.46236 0.1281
H 0.61295 1.07203 -7.17094 0.1386
H 3.13469 0.99864 -5.52052 0.1037
H 2.75296 -0.10008 -6.83852 0.1136
H 2.20877 -0.61220 -4.07229 0.0926
H 1.79476 -1.61858 -5.56074 0.1142
H -0.12372 -0.37632 -3.79138 0.1111
H -0.40093 -0.73162 -5.52362 0.1118
C -0.11628 -3.68796 3.40814 -0.0741
C -1.55141 -3.17502 3.03203 -0.1964
C -1.66893 -1.69343 3.35791 -0.1304
N -3.09426 -1.11504 3.25910 -0.1930
C -4.17053 -1.63644 4.29555 0.0711
C -3.67962 -1.30879 1.76732 -0.0386
C -4.74569 -0.17287 1.52172 -0.0819
C -4.43046 0.84357 2.66478 -0.1305
C -3.13261 0.38668 3.33896 -0.1395
H -0.13611 -4.76000 3.21209 0.0798
H 0.11461 -3.60919 4.47049 0.0630
H 0.71413 -3.34770 2.78948 0.0512
H -2.24559 -3.82506 3.56462 0.1131
H -1.72008 -3.40071 1.97908 0.1056
H -0.93496 -1.21546 2.70912 0.0862
H -1.34288 -1.51707 4.38294 0.1019
H -3.77510 -1.50489 5.30273 0.1027
H -4.35054 -2.68100 4.04141 0.0972
H -5.13312 -1.15287 4.12914 0.1064
H -4.03785 -2.31884 1.56838 0.1302
H -2.83700 -1.12927 1.09960 0.0829
H -5.79786 -0.45283 1.47005 0.1215
H -4.62441 0.30047 0.54738 0.1189
H -5.15193 1.02451 3.46155 0.1111
H -4.34120 1.85328 2.26399 0.1240
H -3.13891 0.69254 4.38515 0.1271
H -2.22985 0.68586 2.80640 0.0922
C 4.48685 -0.26108 -0.21265 -0.0901
C 4.69275 1.22542 0.23228 -0.1792
C 3.42427 1.86263 0.93815 -0.0805
N 3.48284 3.44479 0.94217 -0.2094
C 4.65704 4.03059 1.76993 0.0214
C 2.13480 3.92046 1.64001 -0.0854
C 1.74786 5.18537 0.85179 -0.1052
C 2.15687 4.83340 -0.65516 -0.1046
C 3.51195 4.09772 -0.49276 -0.0579
H 4.19698 -1.03980 0.49281 0.0601
H 5.44870 -0.57771 -0.61598 0.0787
H 3.78591 -0.31989 -1.04531 0.0566
H 5.14957 1.78110 -0.58664 0.1098
H 5.37741 1.17056 1.07865 0.0991
H 3.40916 1.67712 2.01214 0.1122
H 2.54646 1.55503 0.36988 0.0855
H 5.68751 3.81911 1.48443 0.1058
H 4.51839 3.65111 2.78229 0.0918
H 4.55509 5.11559 1.74815 0.1051
H 2.20545 4.02811 2.72238 0.1166
H 1.44857 3.17772 1.23318 0.0786
H 2.32621 6.05746 1.15686 0.1109
H 0.69299 5.45236 0.91556 0.1275
H 2.36957 5.71662 -1.25746 0.1184
H 1.45135 4.28151 -1.27625 0.0951
H 4.38079 4.75453 -0.53536 0.1262
H 3.69679 3.25917 -1.16415 0.1136
N -2.84518 -2.86508 -3.44673 -0.2754
S -3.38859 -1.62867 -2.76754 0.4313
O -4.84083 -1.45775 -2.78588 -0.2543
O -2.57133 -0.40199 -2.82644 -0.3191
F -3.06750 -2.11760 -1.27083 -0.2262
S -3.21800 -2.31797 -5.00459 0.6062
O -2.77258 -0.98663 -5.39384 -0.2847
O -4.47966 -2.75201 -5.60418 -0.2585
F -2.24826 -3.41114 -5.71366 -0.2280
N 0.16810 0.88287 1.34784 -0.2328
S -0.74354 1.52539 0.35183 0.4326
O -1.91959 0.81155 -0.16990 -0.2192
O -0.18104 2.60829 -0.43868 -0.2579
F -1.41409 2.49983 1.50043 -0.2232
S 0.46436 -0.30428 0.32879 0.4967
O 1.27169 -0.09833 -0.90000 -0.2841
O -0.35478 -1.50174 0.37145 -0.2771
F 1.74021 -0.89405 1.06656 -0.2204
N -4.54971 4.85385 -1.96170 -0.2678
S -3.98350 3.47085 -2.20901 0.4665
O -2.87037 3.26616 -3.15246 -0.3220
O -5.08382 2.45804 -2.22321 -0.3206
F -3.39519 3.23318 -0.72496 -0.2313
S -4.68716 5.28339 -3.58805 0.5586
O -5.41562 4.45270 -4.50283 -0.2688
O -3.58528 6.00274 -4.18304 -0.3074
F -5.68394 6.56925 -3.41823 -0.2153
```

***

# C40H92BI2NO20S5

6 unconnected molecules or ions with the total composition C40H92BI2NO20S5 (wB97M-V/def2-TZVPD, the Open Molecules 2025 dataset).

For the total energy, the calculation gives -156462.695 eV. The relative energy (zero: lowest compared OMol25 entry of this formula, charge and spin) comes out at 0.00 kJ/mol. The multiplicity is 1. The molar mass comes out at 1332.12 u. The value obtained for the HOMO energy is -0.2856 Eh. Its charge is 0. Its HOMO-LUMO gap is 7.8 eV.

Structure (XYZ):
```
161
Properties=species:S:1:pos:R:3:lowdin_charge:R:1
C 1.40630 3.65055 3.07026 -0.0654
C 0.76589 2.39113 3.74942 -0.2567
O 0.70345 1.35585 2.74928 -0.1874
C 0.14726 0.17897 3.35499 -0.1438
C 0.93731 -1.14693 2.96537 -0.2177
N 2.35920 -0.80988 2.86415 -0.0310
C 2.78374 -0.53985 1.48278 -0.1990
C 3.09457 -1.81571 0.62516 -0.1763
C 2.46663 -1.69439 -0.82225 -0.3742
C 2.65155 -3.13196 -1.48319 -0.0797
C 0.92344 -1.40699 -0.79240 -0.0887
C 0.61022 -2.24711 4.05379 -0.3422
O -0.39470 -3.17348 3.67660 -0.1648
C -1.64484 -2.56339 3.37958 -0.3204
C -2.59550 -3.75130 2.92263 -0.1153
C -3.59421 -3.33539 1.77896 -0.1663
C -5.03293 -3.86994 2.16141 -0.1977
C -6.21130 -2.99465 1.58700 -0.1931
C -7.38847 -3.06736 2.66657 -0.2226
C -8.77517 -2.72982 2.01391 -0.2046
C -8.80219 -1.16796 1.73820 -0.2058
C -10.28132 -0.64378 1.59759 -0.1613
C -10.42923 0.75726 2.30100 -0.2383
O -11.77546 1.18196 2.01724 -0.2189
C -12.07769 2.40925 2.67307 -0.1295
C -2.35962 -1.87400 4.59496 -0.0141
B -3.50884 -0.82121 4.15298 -0.5483
O -3.42747 0.02558 3.00987 0.0979
O -4.69620 -0.75799 4.92918 0.1233
C 1.86729 -3.12784 4.44308 -0.5977
I 2.16401 -4.78502 3.06750 0.9051
C 1.47701 -3.76708 5.88783 -0.6960
C 2.18046 -2.97136 7.06082 -0.1748
I 2.32978 -5.80683 5.98734 0.6989
H 1.25108 4.52295 3.75339 0.0777
H 2.51216 3.53252 2.96948 0.0798
H 0.95760 3.83005 2.07052 0.0688
H 1.46049 2.00232 4.54382 0.1228
H -0.23992 2.63509 4.16755 0.1235
H -0.89015 0.06534 2.93332 0.1173
H 0.04699 0.32539 4.45578 0.1192
H 0.63059 -1.53579 1.96252 0.1382
H 2.64468 -0.08492 3.51057 0.1137
H 3.74320 0.03711 1.55956 0.1243
H 2.05858 0.16579 0.99980 0.0946
H 4.19974 -1.86576 0.47471 0.0969
H 2.74476 -2.77483 1.06673 0.0329
H 3.03576 -0.92437 -1.40183 0.1379
H 3.54906 -3.62221 -1.02156 0.0690
H 2.78291 -3.06309 -2.58500 0.0721
H 1.77332 -3.73594 -1.16228 0.0753
H 0.53690 -1.47901 -1.83565 0.0843
H 0.69073 -0.36696 -0.45139 0.0428
H 0.34668 -2.11886 -0.15800 0.0766
H 0.36938 -1.68634 5.00279 0.1395
H -1.61481 -1.87881 2.49014 0.1359
H -1.91857 -4.53726 2.49476 0.1244
H -3.09726 -4.21872 3.80204 0.1146
H -3.58993 -2.22223 1.64924 0.0893
H -3.32013 -3.75463 0.78071 0.1180
H -5.17545 -4.94845 1.90907 0.1230
H -5.13393 -3.81485 3.27869 0.1006
H -5.95498 -1.91508 1.47902 0.0957
H -6.65199 -3.38686 0.64398 0.1091
H -7.37459 -4.11244 3.06688 0.1078
H -7.12429 -2.39303 3.52104 0.1035
H -8.86091 -3.26103 1.03702 0.1101
H -9.61359 -3.06850 2.66256 0.1049
H -8.24043 -0.63853 2.54863 0.1020
H -8.22986 -1.00868 0.79065 0.1097
H -10.46476 -0.46694 0.50926 0.1179
H -11.01289 -1.37093 2.01232 0.1119
H -9.73416 1.51120 1.85856 0.1281
H -10.29335 0.68227 3.40897 0.1280
H -11.17802 2.90526 3.11688 0.0858
H -12.52364 3.11747 1.93351 0.0892
H -12.81730 2.25894 3.49612 0.0883
H -2.89371 -2.63619 5.21957 0.1196
H -1.68390 -1.31807 5.28999 0.1086
H -4.04969 -0.24606 2.32576 0.0833
H -5.36440 -0.42615 4.31362 0.0875
H 2.77794 -2.52648 4.63015 0.0749
H 0.38461 -3.90108 6.01293 0.0744
H 2.69184 -3.70482 7.72927 0.0215
H 2.95154 -2.25023 6.70202 0.0767
H 1.38910 -2.48062 7.67036 0.0752
O 6.81380 -4.04152 1.68626 -0.2808
S 6.44468 -3.12867 2.73435 0.5878
O 5.73348 -1.91226 2.45359 -0.2823
O 7.76044 -2.76828 3.59467 -0.2640
C 8.91349 -2.28472 2.89855 -0.2658
C 8.77552 -0.81947 2.52913 -0.0752
C 5.58627 -4.01249 3.99844 -0.1558
H 9.11502 -2.89774 2.01649 0.1145
H 9.75901 -2.40806 3.57674 0.1211
H 7.99835 -0.67557 1.77712 0.0700
H 9.71378 -0.43621 2.12430 0.0800
H 8.49562 -0.22638 3.40140 0.0838
H 6.15545 -4.90424 4.25354 0.0797
H 4.60148 -4.29450 3.60699 -0.0713
H 5.47247 -3.36310 4.86485 0.0745
O 1.37768 4.05280 -1.54024 -0.2898
S 0.57939 2.96960 -2.05063 0.5884
O 1.16051 1.87985 -2.78339 -0.2763
O -0.64026 3.57720 -2.90787 -0.2624
C -0.33651 4.49559 -3.96608 -0.2602
C 0.16043 3.77804 -5.20653 -0.0742
C -0.38992 2.30880 -0.72829 -0.1211
H 0.38231 5.24742 -3.62982 0.1056
H -1.26486 5.01976 -4.19757 0.1233
H 1.13674 3.32411 -5.03200 0.0743
H 0.25582 4.47389 -6.04152 0.0854
H -0.52204 2.97548 -5.48912 0.0764
H -0.87801 3.12889 -0.20562 0.0735
H 0.28047 1.78038 -0.05164 0.0468
H -1.12384 1.61859 -1.13972 0.0785
O -0.41184 9.65480 -2.85250 -0.2805
S -0.29324 9.94581 -1.45018 0.5921
O 0.78005 10.75098 -0.93779 -0.2794
O -0.34521 8.56412 -0.62550 -0.2659
C 0.56843 7.52070 -0.99036 -0.2631
C 1.95815 7.77742 -0.44064 -0.0672
C -1.82529 10.60500 -0.86630 -0.1251
H 0.59120 7.38694 -2.07456 0.1086
H 0.17928 6.59762 -0.55909 0.1153
H 2.41797 8.64128 -0.92306 0.0719
H 2.60126 6.91228 -0.60934 0.0797
H 1.91696 7.98851 0.62948 0.0845
H -2.63613 9.96455 -1.20659 0.0733
H -1.93576 11.60496 -1.28207 0.0757
H -1.79649 10.65300 0.22026 0.0739
O -1.62453 0.34944 -7.46508 -0.2812
S -0.29047 0.42835 -7.99451 0.5929
O 0.57326 1.53912 -7.70259 -0.2811
O -0.34600 0.22062 -9.59143 -0.2649
C -1.22253 1.05741 -10.35328 -0.2652
C -0.63438 2.43894 -10.57131 -0.0748
C 0.56754 -1.06722 -7.60959 -0.1172
H -2.20564 1.11619 -9.87962 0.1150
H -1.35836 0.56637 -11.31782 0.1213
H -0.57500 2.99296 -9.63341 0.0695
H -1.25099 3.01272 -11.26529 0.0802
H 0.37887 2.36839 -10.97019 0.0849
H -0.06053 -1.91278 -7.88155 0.0748
H 0.76180 -1.07159 -6.53821 0.0790
H 1.50607 -1.08635 -8.15958 0.0757
O 6.79595 -4.89185 -5.68564 -0.2811
S 6.19317 -3.97404 -4.75830 0.5913
O 4.86085 -3.47156 -4.95199 -0.2880
O 7.18910 -2.72703 -4.53790 -0.2649
C 7.65576 -2.02001 -5.69174 -0.2656
C 6.60712 -1.06413 -6.22911 -0.0754
C 6.31421 -4.64369 -3.12769 -0.1178
H 7.98619 -2.71964 -6.46357 0.1147
H 8.53198 -1.45326 -5.37400 0.1211
H 5.75642 -1.60715 -6.64328 0.0692
H 7.02719 -0.43908 -7.01897 0.0799
H 6.22521 -0.42287 -5.43305 0.0855
H 7.33690 -4.97329 -2.95801 0.0748
H 5.63101 -5.48891 -3.06492 0.0788
H 6.02770 -3.87758 -2.40968 0.0695
```